one.
C2H13N2O2 | ωB97M-V with the def2-TZVPD basis set

Output
Net charge: +1
HOMO (eV): -13.248
Gap between HOMO and LUMO (eV): 10.155

Geometry (Å):
O  -2.108  -1.785  0.018
O  0.029  -1.309  -2.216
N  -0.921  0.676  -0.368
N  2.119  0.639  1.769
C  1.309  1.044  0.646
C  -0.151  0.734  0.921
H  -0.663  1.431  1.565
H  -0.602  -1.338  -2.948
H  1.444  2.066  0.255
H  -0.961  1.612  -0.775
H  -0.163  -0.286  1.302
H  1.929  1.200  2.596
H  -0.477  0.062  -1.073
H  -1.560  -2.429  -0.452
H  0.868  -1.619  -2.573
H  1.624  0.425  -0.203
H  3.075  0.849  1.627
H  -2.932  -2.272  0.139
H  -1.859  0.298  -0.229

Here are the Löwdin charges for atoms 1 to 2, given in e:
1 O -0.044
2 O -0.038

two.
C2H13N2O2 | ωB97M-V with the def2-TZVPD basis set

Output
Net charge: +1
HOMO (eV): -13.842
Gap between HOMO and LUMO (eV): 10.526

Geometry (Å):
O  -2.495  -2.458  0.554
O  -1.189  1.267  1.857
N  2.461  1.247  -1.422
N  -0.287  -0.691  0.125
C  1.008  -0.450  -0.556
C  0.949  0.898  -1.229
H  0.369  1.566  -0.602
H  -0.637  1.705  2.519
H  1.290  -1.363  -1.074
H  -0.228  -1.707  0.677
H  2.503  1.860  -2.306
H  -2.359  -3.400  0.852
H  -2.863  -2.118  1.389
H  1.716  -0.318  0.216
H  2.482  1.901  -0.658
H  -1.481  1.930  1.255
H  -1.155  -0.873  -0.325
H  0.523  0.825  -2.185
H  -0.606  0.180  0.913

Here are the Löwdin charges for atoms 1 to 2, given in e:
1 O -0.072
2 O 0.013

Which of them is most stable? Easy: one.

one.
C2HF3O3S | ωB97M-V with the def2-TZVPD basis set

Output
Net charge: 0
HOMO (eV): -12.194
Gap between HOMO and LUMO (eV): 10.441

Geometry (Å):
S  -1.480  0.609  -0.100
F  1.513  -1.423  1.179
F  0.360  -1.633  -0.521
F  2.039  -0.471  -0.754
O  -2.104  1.723  0.492
O  -2.213  -0.562  -0.418
O  -0.343  0.935  -1.197
C  1.004  -0.791  0.112
C  0.214  0.395  0.501
H  1.011  1.217  0.706

Here are the Löwdin charges for atoms 1 to 2, given in e:
1 S 0.617
2 F 0.165

two.
C2HF3O3S | ωB97M-V with the def2-TZVPD basis set

Output
Net charge: 0
HOMO (spin up / spin down) (eV): -9.242 / -9.062
Gap between HOMO and LUMO (spin up / spin down) (eV): 8.008 / 7.289

Geometry (Å):
S  -0.562  0.976  -0.314
F  1.383  -0.934  0.196
F  1.293  -0.091  -1.864
F  2.262  0.942  -0.186
O  -0.614  2.005  0.644
O  -1.740  -2.196  0.539
O  -1.120  1.417  -1.541
C  -1.326  -1.264  1.021
C  1.265  0.143  -0.539
H  -0.841  -0.999  2.043

Here are the Löwdin charges for atoms 1 to 2, given in e:
1 S 0.741
2 F 0.140

Which of them is most stable? Easy: one.

one.
C4H8FNO | ωB97M-V with the def2-TZVPD basis set

Output
Net charge: 0
HOMO (eV): -9.645
Gap between HOMO and LUMO (eV): 10.044

Geometry (Å):
F  2.384  -0.873  0.204
O  1.325  1.407  -0.643
N  -1.512  -0.457  0.550
C  1.058  1.337  0.705
C  -1.006  0.213  -0.599
C  0.376  0.370  -0.215
C  1.066  -1.021  -0.293
H  1.803  0.813  1.395
H  1.215  -1.540  -1.325
H  0.254  2.187  1.030
H  0.629  -1.826  0.346
H  -2.342  0.072  1.317
H  -2.165  -1.245  0.200
H  -1.008  -0.625  -1.545
H  -2.077  1.189  -1.127

Here are the Löwdin charges for atoms 1 to 2, given in e:
1 F -0.088
2 O -0.027

two.
C4H8FNO | ωB97M-V with the def2-TZVPD basis set

Output
Net charge: 0
HOMO (eV): -9.610
Gap between HOMO and LUMO (eV): 10.497

Geometry (Å):
F  -2.559  -0.010  -0.432
O  1.728  -1.433  -0.397
N  0.401  -1.559  0.035
C  -0.375  -0.568  -0.186
C  0.081  0.798  -0.607
C  0.966  1.535  0.342
C  -1.765  -0.923  0.308
H  -2.041  -2.060  0.226
H  1.818  -2.503  -0.207
H  -0.784  1.406  -0.865
H  2.198  1.245  0.252
H  0.473  0.890  -1.581
H  0.798  1.409  1.535
H  0.868  2.650  -0.017
H  -1.807  -0.878  1.595

Here are the Löwdin charges for atoms 1 to 2, given in e:
1 F -0.078
2 O -0.098

Which of them is most stable? Easy: two.

one.
C6H15O2 | ωB97M-V with the def2-TZVPD basis set

Output
Net charge: -1
HOMO (eV): -2.474
Gap between HOMO and LUMO (eV): 5.977

Geometry (Å):
O  -2.432  -0.499  1.484
O  -0.195  -2.203  3.160
C  2.204  0.238  -2.531
C  -1.799  0.158  0.487
C  0.756  0.698  0.279
C  0.739  1.579  -0.960
C  -0.379  -0.381  0.250
C  0.764  0.846  -2.325
H  -0.007  2.363  -1.130
H  -0.865  -1.893  2.523
H  -0.091  -1.070  1.107
H  -2.324  0.026  -0.663
H  0.935  1.152  1.286
H  2.851  1.098  -2.314
H  2.331  -0.022  -3.591
H  0.398  -2.662  2.555
H  -0.483  -0.980  -0.657
H  2.425  -0.579  -1.861
H  -1.927  1.235  0.679
H  1.674  2.209  -0.911
H  0.546  1.562  -3.123
H  -0.027  0.067  -2.358
H  1.742  0.299  0.006

Here are the Löwdin charges for atoms 1 to 2, given in e:
1 O -0.361
2 O -0.103

two.
C6H15O2 | ωB97M-V with the def2-TZVPD basis set

Output
Net charge: -1
HOMO (eV): -2.672
Gap between HOMO and LUMO (eV): 6.532

Geometry (Å):
O  0.073  -3.481  0.622
O  -0.042  -1.674  -1.449
C  2.056  1.635  -0.461
C  -0.183  1.209  1.775
C  -1.142  -1.089  -1.237
C  0.962  0.682  -0.548
C  -1.431  0.028  -0.187
C  -0.328  1.131  0.203
H  -0.293  0.239  2.165
H  -0.592  -4.023  1.033
H  -1.832  -0.506  0.708
H  -1.762  -0.800  -2.235
H  -0.850  2.074  -0.249
H  1.204  -0.186  0.237
H  1.981  2.572  -1.053
H  -0.117  -2.716  -0.076
H  -0.951  1.735  2.073
H  2.636  1.630  0.575
H  -2.258  0.531  -0.596
H  3.068  1.201  -0.939
H  0.770  1.668  2.131
H  -1.862  -2.016  -1.080
H  0.891  0.154  -1.411

Here are the Löwdin charges for atoms 1 to 2, given in e:
1 O -0.166
2 O -0.286

Which of them is most stable? Easy: one.

one.
C8H14NO | ωB97M-V with the def2-TZVPD basis set

Output
Net charge: +1
HOMO (spin up / spin down) (eV): -13.528 / -13.528
Gap between HOMO and LUMO (spin up / spin down) (eV): 8.251 / 8.252

Geometry (Å):
O  1.113  -1.331  1.617
N  1.574  -0.663  0.457
C  -1.886  1.636  0.344
C  2.807  0.070  0.500
C  0.205  0.056  -0.122
C  -0.478  -1.262  -0.767
C  -0.998  -0.133  2.025
C  0.014  -1.123  2.219
C  0.594  1.085  -1.109
C  -1.049  0.615  0.857
H  2.582  0.593  -0.434
H  -2.261  1.342  -0.581
H  -0.383  -2.170  -0.239
H  0.986  1.963  -0.526
H  2.908  0.839  1.285
H  -0.160  -1.883  2.992
H  -1.190  2.376  0.042
H  1.241  0.843  -1.826
H  -0.126  -1.358  -1.724
H  3.718  -0.579  0.501
H  -1.817  -0.074  2.816
H  -1.502  -1.003  -0.949
H  -2.579  1.896  1.050
H  -0.366  1.539  -1.495

Here are the Löwdin charges for atoms 1 to 2, given in e:
1 O 0.054
2 N -0.051

two.
C8H14NO | ωB97M-V with the def2-TZVPD basis set

Output
Net charge: +1
HOMO (eV): -12.755
Gap between HOMO and LUMO (eV): 9.427

Geometry (Å):
O  -1.936  1.034  -0.412
N  0.274  1.202  0.214
C  0.023  -1.961  -1.865
C  -1.009  -0.883  0.773
C  -0.189  -2.674  -0.755
C  -0.107  2.103  1.325
C  -0.715  -2.157  0.487
C  -0.199  -0.525  -2.023
C  1.531  0.499  0.518
C  -0.837  0.254  -0.153
H  0.404  1.791  -0.618
H  -2.748  0.519  -0.363
H  -1.038  -0.263  -2.655
H  1.424  -0.046  1.453
H  -0.271  1.520  2.228
H  0.682  0.059  -2.256
H  -0.001  -3.736  -0.774
H  0.690  2.820  1.505
H  2.343  1.217  0.614
H  -1.456  -0.639  1.731
H  -0.912  -2.898  1.249
H  1.766  -0.215  -0.267
H  0.367  -2.465  -2.762
H  -1.022  2.633  1.067

Here are the Löwdin charges for atoms 1 to 2, given in e:
1 O 0.049
2 N -0.137

Which of them is most stable? Easy: two.

one.
C3H4ClNOS | ωB97M-V with the def2-TZVPD basis set

Output
Net charge: 0
HOMO (eV): -10.485
Gap between HOMO and LUMO (eV): 9.910

Geometry (Å):
Cl  2.670  1.477  0.185
S  2.502  -0.503  -0.512
O  3.469  -1.215  0.260
N  0.090  -3.218  0.095
C  -0.130  0.124  -0.297
C  0.499  -2.135  0.173
C  0.876  -0.833  0.370
H  0.062  -0.213  -1.326
H  -1.142  -0.292  -0.080
H  0.223  1.164  -0.018
H  1.147  -0.599  1.383

Here are the Löwdin charges for atoms 1 to 2, given in e:
1 Cl 0.266
2 S 0.668

two.
C3H4ClNOS | ωB97M-V with the def2-TZVPD basis set

Output
Net charge: 0
HOMO (eV): -8.658
Gap between HOMO and LUMO (eV): 9.217

Geometry (Å):
Cl  1.432  -0.859  1.240
S  -0.379  0.253  -1.639
O  -0.891  0.552  0.836
N  -1.653  -0.710  -0.931
C  -1.760  -0.470  0.364
C  0.076  1.066  -0.056
C  1.533  0.683  0.346
H  1.772  1.423  1.068
H  -2.493  -0.741  1.003
H  2.121  0.689  -0.749
H  -0.077  2.070  -0.276

Here are the Löwdin charges for atoms 1 to 2, given in e:
1 Cl 0.607
2 S 0.885

Which of them is most stable? Easy: one.

one.
C33H47GaN8O4PS | ωB97M-V with the def2-TZVPD basis set

Output
Net charge: -1
HOMO (eV): -5.892
Gap between HOMO and LUMO (eV): 7.508

Geometry (Å):
Ga  -0.762  2.546  1.706
S  -0.898  4.512  0.405
P  1.331  1.583  1.176
O  -1.271  5.673  1.262
O  -0.923  3.065  3.502
O  1.114  0.564  0.038
O  -1.847  4.207  -0.710
N  -0.287  -0.551  -2.265
N  2.373  -3.729  -0.694
N  1.824  -1.252  7.150
N  5.759  0.568  2.458
N  0.667  -1.770  -6.900
N  -2.107  1.402  5.701
N  -2.407  -4.316  -4.105
N  -4.352  5.888  -1.329
C  6.642  1.420  3.064
C  6.750  2.539  2.279
C  -1.893  0.528  -3.337
C  1.618  -5.682  -1.414
C  2.228  -1.477  8.437
C  -2.011  -6.493  -4.056
C  2.787  -5.903  -0.642
C  -3.373  0.754  7.399
C  1.390  -4.330  -1.430
C  -3.183  -6.260  -4.823
C  0.899  -1.699  -8.247
C  0.967  -0.571  -6.315
C  -5.941  7.054  -2.339
C  -4.801  5.117  -2.359
C  -0.689  -1.367  -3.284
C  -1.557  -5.272  -3.628
C  -3.213  1.718  6.433
C  1.171  -3.304  7.662
C  0.690  4.922  -0.416
C  -3.401  -4.905  -4.835
C  1.405  0.277  -7.299
C  -1.691  -0.725  -3.970
C  1.840  -2.746  8.782
C  1.176  -2.357  6.671
C  -2.321  -0.181  7.239
C  1.361  -0.438  -8.525
C  -5.035  7.070  -1.308
C  -1.008  0.604  -2.289
C  -5.793  5.811  -3.007
C  5.897  2.355  1.160
C  -1.559  0.247  6.179
C  5.298  1.130  1.300
C  3.231  -4.678  -0.213
H  -3.796  -7.000  -5.310
H  3.250  -6.851  -0.424
H  2.451  -2.742  -0.531
H  -1.744  1.939  4.922
H  5.491  -0.330  2.809
H  -3.790  2.598  6.206
H  -4.172  -4.313  -5.298
H  2.013  -3.219  9.735
H  -4.378  4.144  -2.543
H  -6.347  5.466  -3.865
H  1.085  3.997  -0.830
H  0.432  -0.762  -1.594
H  1.379  5.404  0.271
H  -0.677  -0.172  5.728
H  -3.621  5.620  -0.685
H  1.976  -0.405  6.637
H  -4.159  0.726  8.137
H  -6.631  7.845  -2.585
H  4.586  0.613  0.678
H  2.240  2.562  0.661
H  0.327  -2.578  -6.414
H  0.845  -0.428  -5.256
H  1.982  0.966  2.284
H  -0.829  1.375  -1.561
H  -0.212  3.653  3.724
H  0.775  -2.374  5.672
H  -0.708  -4.998  -3.026
H  0.495  5.610  -1.236
H  5.740  3.042  0.346
H  7.371  3.394  2.487
H  1.635  -0.070  -9.500
H  -1.975  1.586  1.365
H  -1.555  -7.445  -3.842
H  -2.217  -1.111  -4.831
H  -4.819  7.818  -0.565
H  7.114  1.158  3.996
H  0.717  -2.546  -8.886
H  1.719  1.297  -7.155
H  -2.313  -3.329  -3.937
H  -2.604  1.288  -3.616
H  -2.140  -1.066  7.828
H  0.735  -4.286  7.591
H  1.013  -6.429  -1.901
H  2.753  -0.719  8.992
H  4.078  -4.403  0.391
H  0.617  -3.745  -1.896
H  -0.228  -2.331  -3.434

Here are the Löwdin charges for atoms 1 to 2, given in e:
1 Ga 0.284
2 S 0.514

two.
C33H47GaN8O4PS | ωB97M-V with the def2-TZVPD basis set

Output
Net charge: -1
HOMO (eV): -5.883
Gap between HOMO and LUMO (eV): 7.531

Geometry (Å):
Ga  2.176  -1.787  1.330
S  2.337  -1.421  3.668
P  2.164  0.381  0.359
O  1.011  -1.670  4.231
O  3.428  -2.197  4.239
O  3.654  -2.801  0.833
O  0.736  0.833  0.185
N  0.545  -3.595  6.470
N  -1.282  2.523  -3.032
N  -6.343  0.324  -0.919
N  -5.491  4.139  1.975
N  4.421  3.646  -2.126
N  -2.065  0.840  0.819
N  3.753  -4.671  -1.384
N  4.994  -1.666  -5.092
C  -4.290  3.993  2.609
C  3.758  -1.899  -5.626
C  -5.570  5.444  3.757
C  2.666  0.291  4.070
C  -0.807  -3.449  6.522
C  -6.094  0.899  -2.130
C  4.624  4.246  -0.008
C  4.047  -6.520  -2.567
C  3.930  -2.270  -6.933
C  -7.642  -0.088  -0.855
C  -6.280  5.019  2.666
C  5.721  4.038  -1.960
C  -3.998  0.522  1.846
C  -3.172  2.489  -4.183
C  -1.784  0.130  1.942
C  -2.595  2.147  -2.990
C  5.879  4.417  -0.654
C  3.971  -6.012  -1.293
C  5.957  -1.885  -6.038
C  -1.011  3.107  -4.237
C  -8.239  0.239  -2.046
C  0.978  -4.269  7.574
C  5.327  -2.259  -7.195
C  -0.116  -4.565  8.347
C  -4.305  4.792  3.720
C  -7.254  0.868  -2.858
C  3.682  -4.311  -2.696
C  -3.401  1.089  0.745
C  -2.164  3.102  -4.976
C  3.864  -5.434  -3.463
C  3.746  3.768  -0.943
C  -1.255  -4.043  7.675
C  -2.965  -0.089  2.608
H  -0.026  3.474  -4.466
H  7.000  -1.761  -5.807
H  -5.918  6.141  4.500
H  -0.772  -0.155  2.164
H  -3.536  3.335  2.217
H  -2.273  3.491  -5.974
H  4.393  4.448  1.024
H  -1.368  1.130  0.151
H  3.510  -3.287  -2.975
H  -7.381  1.246  -3.858
H  2.814  1.323  1.192
H  -0.617  2.382  -2.292
H  -8.030  -0.569  0.025
H  -0.101  -5.094  9.285
H  -5.113  1.274  -2.358
H  3.659  -4.031  -0.601
H  -4.199  2.317  -4.459
H  -3.502  4.895  4.430
H  2.023  -4.480  7.716
H  -9.266  0.046  -2.308
H  -3.814  1.649  -0.079
H  -5.052  0.548  2.081
H  4.022  3.318  -2.985
H  -2.998  1.666  -2.117
H  5.170  -1.385  -4.145
H  2.410  0.432  5.111
H  -7.270  5.263  2.326
H  3.143  -2.525  -7.622
H  2.705  3.503  -0.868
H  -5.754  3.670  1.128
H  6.792  4.776  -0.210
H  -5.654  0.217  -0.194
H  2.881  0.462  -0.862
H  4.053  -6.492  -0.333
H  -1.332  -2.935  5.736
H  -2.280  -4.094  8.000
H  2.867  -1.788  -5.034
H  4.214  -7.553  -2.825
H  3.712  0.517  3.920
H  1.127  -3.240  5.725
H  5.814  -2.503  -8.124
H  3.864  -5.469  -4.540
H  4.476  -2.337  1.056
H  -3.074  -0.624  3.535
H  2.018  0.903  3.457
H  0.874  -2.590  1.007
H  6.418  4.012  -2.779

Here are the Löwdin charges for atoms 1 to 2, given in e:
1 Ga 0.292
2 S 0.466

Which of them is most stable? Easy: two.

one.
C4H6FP | ωB97M-V with the def2-TZVPD basis set

Output
Net charge: 0
HOMO (spin up / spin down) (eV): -8.514 / -8.507
Gap between HOMO and LUMO (spin up / spin down) (eV): 7.375 / 7.361

Geometry (Å):
P  -1.370  -3.704  0.444
F  0.456  -1.467  0.038
C  1.451  0.918  -0.516
C  -0.865  0.736  -0.047
C  0.328  -0.148  -0.233
C  0.382  0.994  0.672
H  2.461  0.615  -0.331
H  -1.847  -2.268  0.044
H  0.683  1.113  1.747
H  -1.101  1.394  -0.839
H  1.202  1.372  -1.419
H  -1.781  0.446  0.438

Here are the Löwdin charges for atoms 1 to 2, given in e:
1 P 0.384
2 F -0.055

two.
C4H6FP | ωB97M-V with the def2-TZVPD basis set

Output
Net charge: 0
HOMO (eV): -9.241
Gap between HOMO and LUMO (eV): 9.404

Geometry (Å):
P  0.710  0.583  -1.604
F  3.214  -0.517  -0.870
C  1.904  -0.698  -0.602
C  -1.707  0.955  0.131
C  -0.895  -0.039  0.870
C  -0.473  0.405  -0.474
H  -1.362  -1.110  0.923
H  -1.772  1.982  0.684
H  1.579  -1.713  -1.092
H  -2.610  0.517  -0.242
H  -0.377  0.335  1.793
H  1.788  -0.700  0.484

Here are the Löwdin charges for atoms 1 to 2, given in e:
1 P 0.980
2 F -0.122

Which of them is most stable? Easy: two.